40
Properties=species:S:1:pos:R:3:forces:R:3 method="wB97M-V/def2-TZVPD" orbital_gap_ha=0.3575 mol_weight_g_mol=311.2 largest_force_ha_per_bohr=0.0216 e_tot_ev=-90946.4640 lumo_ev=0.41 smiles="CNC(=O)[C@H](CC(C)C)NC(C)=O.OCCBr"
C -2.83130 -3.46200 -1.03855 0.255 0.377 0.409
N -1.94080 -2.30900 -1.15893 0.035 -0.033 -0.992
C -1.33002 -1.69925 -0.13729 0.138 -0.640 0.778
O -1.45754 -2.08726 1.02099 0.098 0.386 -0.089
C -0.40581 -0.49325 -0.41475 -0.213 0.611 -0.382
C -1.19218 0.83552 -0.37669 0.024 0.057 -0.258
C -0.34962 2.12130 -0.48701 -0.217 0.017 0.580
C -1.27127 3.34075 -0.51993 0.074 -0.373 -0.350
C 0.61201 2.28534 0.69209 -0.041 -0.280 -0.498
N 0.43728 -0.56828 -1.62632 0.324 -0.312 1.017
C 0.05075 -0.64638 -2.90184 -0.207 0.188 -0.936
C 1.15913 -0.71670 -3.92460 -0.026 0.097 0.060
O -1.11660 -0.65636 -3.26823 -0.420 -0.045 0.143
H -3.83453 -3.12518 -0.77239 -0.047 -0.149 0.025
H -2.87221 -4.00222 -1.98552 0.080 0.174 0.057
H -2.46864 -4.13389 -0.25802 -0.039 0.122 -0.062
H -1.81258 -1.89715 -2.07739 -0.156 0.057 0.067
H 0.27615 -0.47965 0.43485 0.087 -0.203 -0.120
H -1.75420 0.87141 0.55816 -0.035 -0.084 0.091
H -1.91840 0.82683 -1.19035 -0.068 -0.026 -0.042
H 0.22689 2.10631 -1.41218 0.048 -0.089 -0.128
H -1.83513 3.40897 0.41140 -0.055 0.082 -0.008
H -1.96570 3.25128 -1.35599 -0.130 0.153 0.041
H -0.67975 4.24688 -0.65202 -0.091 0.076 0.048
H 0.06161 2.25896 1.63312 0.012 0.005 0.095
H 1.35076 1.48765 0.68190 0.182 -0.013 0.222
H 1.13651 3.23712 0.60949 0.064 0.004 0.109
H 1.43228 -0.56791 -1.47022 -0.031 -0.054 0.103
H 1.82338 0.13645 -3.79986 0.204 -0.040 -0.049
H 0.72392 -0.69321 -4.92279 0.016 -0.015 0.164
H 1.71308 -1.64354 -3.79098 0.177 -0.006 -0.040
O 1.16369 0.10522 4.98144 0.068 0.023 -0.117
C 2.19528 0.47460 4.06463 0.094 -0.407 0.194
C 2.38980 -0.64844 3.05534 -0.197 0.129 0.011
Br 3.65340 -0.06827 1.64136 -0.434 -0.403 0.514
H 1.39164 -0.71235 5.45668 0.087 0.479 -0.343
H 3.13103 0.66613 4.60017 -0.001 0.061 -0.104
H 1.90405 1.39331 3.54451 -0.184 -0.190 0.284
H 1.42720 -0.90278 2.60004 0.304 0.120 -0.149
H 2.77644 -1.54096 3.55568 0.217 0.144 -0.347